{
  "formula": "C6H10INO",
  "method": "ωB97M-V with the def2-TZVPD basis set",
  "species": ["C", "C", "C", "C", "C", "C", "N", "O", "I", "H", "H", "H", "H", "H", "H", "H", "H", "H", "H"],
  "coordinates": [[0.712264, -0.231884, -0.702851], [0.010231, -1.484325, -0.334829], [-0.306477, 0.829501, -0.276325], [-1.252294, -0.119132, 0.415905], [0.609567, -2.444671, 0.661500], [0.840805, 2.972701, -0.044079], [1.811923, -0.186117, -1.243973], [0.195634, 1.899427, 0.580602], [-3.239384, -0.295044, -0.086839], [-0.400499, -1.989825, -1.254625], [-0.669132, 1.298159, -1.322148], [-1.087775, -0.060758, 1.496478], [0.961922, -3.291119, 0.203041], [-0.142750, -2.671319, 1.367602], [1.473850, -2.055223, 1.105684], [1.840172, 2.590554, -0.555246], [1.150465, 3.541980, 0.827312], [0.070938, 3.658450, -0.538619], [1.904563, 0.826282, -1.424646]],
  "forces_ev_per_a": [[-2.2, -0.6, 1.6], [-2.7, 1.3, 0.5], [0.5, 2.3, -2.5], [2.8, -2.4, -0.7], [-1.0, 1.8, -0.5], [0.8, 0.1, 0.1], [2.0, 1.6, -1.3], [-1.2, -2.1, -0.5], [-0.5, 0.1, -0.1], [0.0, 0.6, 1.1], [0.2, -0.8, 2.3], [-0.2, -0.3, -0.2], [0.4, -2.3, -1.3], [-0.6, -0.6, 1.0], [1.1, 1.0, 1.1], [-2.2, 1.3, 0.3], [0.5, 0.3, -0.1], [1.4, -1.1, -0.4], [1.0, -0.4, -0.2]],
  "spin_multiplicity": 1,
  "orbital_gap_ev": 9.4380,
  "relative_energy_kcal_mol": 45.7,
  "total_energy_ha": -662.16957,
  "homo_ev": -8.9
}



{
  "formula": "C6H10N",
  "method": "ωB97M-V with the def2-TZVPD basis set",
  "species": ["C", "C", "C", "C", "C", "C", "N", "H", "H", "H", "H", "H", "H", "H", "H", "H", "H"],
  "coordinates": [[-4.267519, 0.863342, -0.359815], [-3.336615, 0.052439, 0.020370], [2.860315, 1.601451, 0.284413], [2.585776, 0.457868, -0.340105], [1.484120, -1.661005, -0.240893], [-2.377066, -0.732704, 0.406406], [1.808693, -0.519989, 0.257978], [-4.413028, 1.145257, -1.388480], [3.467306, 2.350273, -0.184195], [2.493587, 1.831007, 1.274038], [2.948768, 0.225417, -1.330927], [-4.965779, 1.288166, 0.344293], [0.879882, -2.354724, 0.319650], [1.819135, -1.939855, -1.229403], [-1.445110, -0.327081, 0.768496], [-2.491795, -1.806003, 0.416321], [1.491817, -0.277961, 1.199894]],
  "forces_ev_per_a": [[-0.4, 0.2, 0.0], [0.2, 0.1, -0.1], [-0.3, -0.6, -0.1], [1.0, 1.4, -0.6], [0.2, 0.6, 0.2], [0.1, -0.3, 0.0], [-0.8, -1.3, 0.5], [0.2, 0.0, -0.3], [0.2, 0.1, -0.2], [-0.1, 0.0, 0.1], [0.0, -0.1, 0.0], [-0.1, -0.1, 0.2], [-0.1, 0.0, 0.2], [0.1, 0.2, -0.1], [0.2, 0.2, 0.0], [-0.1, -0.1, 0.1], [-0.1, -0.2, -0.1]],
  "spin_multiplicity": 1,
  "orbital_gap_ev": 6.8626,
  "relative_energy_kcal_mol": 53.7,
  "charge": 1,
  "total_energy_ha": -288.99745,
  "homo_ev": -12.6
}



{
  "formula": "C6H10N",
  "method": "ωB97M-V with the def2-TZVPD basis set",
  "species": ["C", "C", "C", "C", "C", "C", "N", "H", "H", "H", "H", "H", "H", "H", "H", "H", "H"],
  "coordinates": [[0.672548, -0.754230, -0.871376], [1.787776, 0.027228, -0.725215], [-0.462876, 0.745980, 0.409685], [2.994809, 0.645302, -0.504542], [-1.652580, 1.253915, 1.019307], [-1.577269, -1.486234, 0.058920], [-0.520025, -0.453695, -0.215969], [0.597940, -1.574118, -1.532486], [2.655415, 1.634957, -0.156929], [3.437201, 0.959181, -1.523649], [3.580473, 0.136169, 0.253641], [-2.267976, 0.571449, 1.659221], [-2.337811, 1.385447, 0.249833], [-1.394964, 2.174614, 1.515300], [-2.204859, -1.472733, -0.784628], [-2.138552, -1.274282, 0.945154], [-1.169246, -2.518947, 0.203737]],
  "forces_ev_per_a": [[2.1, 2.1, 0.8], [-5.7, -2.3, 0.2], [1.7, -1.7, -1.8], [1.0, 1.2, -1.5], [0.1, -0.6, 2.4], [1.4, -0.9, -0.5], [0.1, 0.8, 2.1], [0.6, -1.0, -0.8], [0.1, 0.1, 0.3], [0.0, -0.7, 1.5], [0.6, 0.2, -0.2], [0.9, 0.4, 0.0], [-1.3, 0.9, -1.9], [-0.5, 0.3, 0.3], [-1.1, -0.3, -0.9], [-0.1, 0.5, 0.4], [0.0, 1.0, -0.3]],
  "spin_multiplicity": 1,
  "orbital_gap_ev": [7.1980, 7.1840],
  "relative_energy_kcal_mol": 112.7,
  "charge": 1,
  "total_energy_ha": -288.90332,
  "homo_ev": [-13.0, -13.0]
}



{
  "formula": "C6H10N",
  "method": "ωB97M-V with the def2-TZVPD basis set",
  "species": ["C", "C", "C", "C", "C", "C", "N", "H", "H", "H", "H", "H", "H", "H", "H", "H", "H"],
  "coordinates": [[2.257273, -0.451531, 0.735853], [1.234260, -1.131051, 0.205457], [-2.194431, -1.550034, -0.027867], [-1.576008, -1.734223, 1.106844], [1.236934, 1.456623, -0.568014], [0.050727, 1.911059, -1.488369], [1.435747, 0.288292, -0.147718], [2.785600, -0.203781, 1.689027], [0.725139, -1.840895, -0.389239], [-2.483590, -0.530745, -0.295381], [-2.214839, -2.350593, -0.810160], [-1.344631, -0.937176, 1.857732], [-1.179075, -2.702224, 1.369959], [1.894513, 2.173923, -0.238295], [0.042267, 2.987096, -1.549790], [-0.885906, 1.533131, -1.146235], [0.351640, 1.564641, -2.598912]],
  "forces_ev_per_a": [[-2.0, -0.7, 1.3], [2.4, 2.4, -0.7], [0.3, 0.3, -1.9], [1.1, 0.2, 1.8], [-3.4, -0.2, -1.9], [3.2, -1.3, -1.8], [0.4, -0.8, 0.8], [0.1, -0.4, -1.4], [-0.5, -0.9, 0.3], [-0.4, -0.5, -0.2], [-0.5, 0.8, 0.9], [-0.6, -0.6, -0.8], [0.0, -0.3, 0.1], [1.6, 1.6, 0.8], [0.0, 0.3, 0.3], [-0.6, -0.4, 0.0], [-1.0, 0.5, 2.4]],
  "spin_multiplicity": 1,
  "orbital_gap_ev": 9.0057,
  "relative_energy_kcal_mol": 104.7,
  "charge": 1,
  "total_energy_ha": -288.91612,
  "homo_ev": -13.9
}



{
  "formula": "C6H10N",
  "method": "ωB97M-V with the def2-TZVPD basis set",
  "species": ["C", "C", "C", "C", "C", "C", "N", "H", "H", "H", "H", "H", "H", "H", "H", "H", "H"],
  "coordinates": [[2.687713, 0.680202, -0.053553], [1.379514, 0.961851, 0.065836], [0.318470, -0.175505, 0.095939], [0.828322, -1.563768, 0.019850], [-1.007563, 0.022439, 0.091247], [-2.431646, -0.299187, 0.044894], [-2.038427, 1.138757, -0.032967], [3.232442, -0.311576, -0.118786], [3.408672, 1.590599, 0.086985], [0.875939, 1.987084, 0.122618], [1.494431, -1.708499, -0.875056], [0.034365, -2.310770, -0.336401], [1.394167, -1.742316, 1.020108], [-2.960873, -0.799939, -0.892252], [-2.781130, -0.751563, 0.888758], [-2.131550, 1.651433, -0.941161], [-2.302839, 1.630762, 0.813943]],
  "forces_ev_per_a": [[1.5, 1.9, 1.0], [-2.0, -1.0, 0.0], [0.1, 1.9, -1.0], [0.3, -1.7, -0.3], [-0.1, 0.3, -0.7], [1.3, -1.8, -4.7], [0.3, -0.1, 0.2], [-1.3, 1.2, 0.0], [-1.4, -1.8, -0.6], [1.5, -1.3, 0.0], [0.0, 0.7, 1.1], [0.8, 0.9, 1.6], [-1.1, -0.4, -1.9], [1.4, 1.5, 1.7], [-1.5, -0.1, 2.7], [0.0, -0.6, 1.1], [0.2, 0.6, -0.2]],
  "spin_multiplicity": 1,
  "orbital_gap_ev": 9.8323,
  "relative_energy_kcal_mol": 57.6,
  "charge": 1,
  "total_energy_ha": -288.99119,
  "homo_ev": -13.5
}



{
  "formula": "C6H10N",
  "method": "ωB97M-V with the def2-TZVPD basis set",
  "species": ["C", "C", "C", "C", "C", "C", "N", "H", "H", "H", "H", "H", "H", "H", "H", "H", "H"],
  "coordinates": [[1.617811, -0.162882, 0.386720], [-1.391743, 0.157997, 0.241602], [3.061163, -0.287021, -0.076748], [2.159469, 0.544815, -0.852681], [-1.730494, -0.957744, -0.620068], [-2.348463, 0.967803, 0.971628], [0.764162, -0.361291, 1.203834], [3.733570, 0.277001, 0.515888], [3.454578, -1.293813, -0.369187], [1.545939, 0.163425, -1.694365], [2.289355, 1.546951, -0.601153], [-2.442362, -1.671296, -0.173615], [-0.759484, -1.509446, -0.848013], [-2.320265, -0.693921, -1.502788], [-1.835362, 1.696153, 1.529934], [-3.008160, 1.368751, 0.186788], [-2.789708, 0.214517, 1.702222]],
  "forces_ev_per_a": [[1.0, 0.4, 0.1], [0.0, -0.4, 0.1], [0.8, -2.2, -0.1], [-2.0, -1.7, -0.7], [1.7, -1.2, 0.2], [0.6, -1.9, -0.1], [-1.5, -0.1, -0.4], [0.6, 0.3, 0.7], [-0.7, 1.0, 0.2], [1.0, 0.7, 0.1], [-0.2, 1.8, -0.4], [0.2, 0.1, 0.5], [-1.5, 0.5, -0.2], [0.4, 0.5, -0.3], [0.3, 1.3, 0.7], [-0.4, -0.1, 0.6], [-0.2, 0.9, -0.8]],
  "spin_multiplicity": 1,
  "orbital_gap_ev": [6.9901, 8.0359],
  "relative_energy_kcal_mol": 139.8,
  "charge": 1,
  "total_energy_ha": -288.86026,
  "homo_ev": [-12.6, -13.9]
}